1.
{"formula": "C7H11N2O4S2", "method": "ωB97M-V/def2-TZVPD", "orbital_gap_ev": 7.78, "homo_ev": -5.01, "total_charge": -1, "e_lumo_ha": 0.102, "smiles": "CCCCON(S)[C@](S)(OC#N)C(=O)[O-]", "energy_ha": -1480.12008, "symbols": ["C", "C", "C", "C", "O", "N", "S", "C", "S", "O", "C", "N", "C", "O", "O", "H", "H", "H", "H", "H", "H", "H", "H", "H", "H", "H"], "coordinates": [[1.480, 2.129, -0.023], [1.834, 0.902, -0.869], [2.411, -0.266, -0.065], [1.375, -1.086, 0.753], [0.156, -0.403, 1.029], [-0.890, -1.089, 0.380], [-1.396, -2.428, 1.350], [-1.936, -0.107, -0.073], [-3.647, -0.631, 0.320], [-1.761, 0.013, -1.515], [-2.102, -1.109, -2.056], [-2.236, -2.110, -2.635], [-1.769, 1.303, 0.568], [-1.458, 2.222, -0.206], [-1.983, 1.432, 1.771], [0.805, 2.763, -0.596], [2.360, 2.740, 0.204], [0.959, 1.894, 0.902], [1.021, 0.569, -1.514], [2.632, 1.227, -1.549], [2.851, -0.966, -0.785], [3.231, 0.039, 0.588], [1.214, -2.034, 0.246], [1.827, -1.331, 1.719], [-1.312, -3.432, 0.444], [-3.665, -0.240, 1.612]]}

2.
{"formula": "C7H11N2OS", "method": "ωB97M-V/def2-TZVPD", "orbital_gap_ev": 9.17, "homo_ev": -12.22, "total_charge": 1, "e_lumo_ha": -0.112, "energy_ha": -855.99968, "symbols": ["C", "C", "C", "C", "C", "C", "C", "N", "N", "O", "S", "H", "H", "H", "H", "H", "H", "H", "H", "H", "H", "H"], "coordinates": [[-0.735, 2.764, 0.262], [-0.290, 2.121, -0.834], [-0.356, 0.378, 0.630], [1.009, -1.288, -1.175], [0.062, -0.114, -1.771], [0.342, -1.926, 0.114], [-0.181, -1.217, 2.465], [-0.153, 0.772, -0.659], [-0.089, -0.839, 1.015], [-0.292, 2.551, -2.078], [-0.717, 1.708, 1.648], [-0.576, 3.876, 0.484], [1.163, -1.939, -1.954], [1.941, -0.864, -0.668], [0.479, 0.525, -2.550], [-0.791, -0.683, -2.107], [-0.494, -2.666, 0.046], [1.138, -2.449, 0.659], [0.696, -1.698, 2.856], [-0.573, -0.369, 3.018], [-0.940, -2.142, 2.530], [-0.644, 3.501, -1.930]]}

3.
{"formula": "C7H11N3", "method": "ωB97M-V/def2-TZVPD", "orbital_gap_ev": 8.58, "homo_ev": -7.67, "e_lumo_ha": 0.033, "smiles": "C=Cn1c(N)nc(C)c1C", "energy_ha": -437.50824, "symbols": ["C", "C", "N", "C", "N", "N", "C", "C", "C", "C", "H", "H", "H", "H", "H", "H", "H", "H", "H", "H", "H"], "coordinates": [[2.678, -1.071, 0.441], [2.228, 0.008, -0.079], [0.908, 0.376, 0.016], [0.361, 1.603, -0.144], [1.088, 2.758, -0.216], [-0.909, 1.583, -0.389], [-1.386, 0.380, -0.102], [-2.792, 0.113, -0.188], [-0.523, -0.598, 0.122], [-0.680, -2.021, 0.144], [3.682, -1.253, 0.350], [2.029, -1.767, 0.850], [2.709, 0.759, -0.628], [2.004, 2.599, 0.377], [0.484, 3.657, -0.184], [-3.092, -0.927, 0.208], [-3.317, 0.892, 0.320], [-3.149, 0.183, -1.190], [-1.548, -2.188, -0.510], [0.134, -2.625, -0.326], [-0.912, -2.464, 1.129]]}

4.
{"formula": "C7H11N3O3", "method": "ωB97M-V/def2-TZVPD", "orbital_gap_ev": 8.78, "homo_ev": -8.52, "e_lumo_ha": 0.010, "smiles": "O=c1cc[nH]c(=O)[nH]1.CNC(C)=O", "energy_ha": -663.28718, "symbols": ["O", "C", "C", "C", "N", "C", "O", "N", "H", "H", "H", "H", "C", "N", "C", "C", "O", "H", "H", "H", "H", "H", "H", "H"], "coordinates": [[2.259, -2.784, -1.482], [1.356, -2.159, -0.978], [0.224, -1.677, -1.705], [-0.826, -1.125, -1.070], [-0.890, -0.964, 0.291], [0.164, -1.397, 1.094], [0.060, -1.470, 2.330], [1.329, -1.827, 0.438], [0.144, -1.889, -2.815], [-1.723, -0.781, -1.682], [-1.627, -0.301, 0.556], [2.135, -2.201, 0.971], [-2.642, 2.779, -0.056], [-1.180, 3.001, -0.154], [-0.226, 2.168, 0.285], [1.170, 2.818, 0.312], [-0.266, 0.972, 0.577], [-2.869, 1.834, 0.246], [-2.906, 3.585, 0.697], [-3.210, 3.268, -0.996], [-0.958, 3.779, -0.797], [1.206, 3.974, 0.595], [1.634, 2.828, -0.680], [1.617, 2.253, 1.184]]}

5.
{"formula": "C7H11N3O3", "method": "ωB97M-V/def2-TZVPD", "orbital_gap_ev": [7.14, 6.90], "homo_ev": [-6.44, -9.52], "s2": 2.015, "spin_multiplicity": 3, "e_lumo_ha": [0.026, -0.096], "energy_ha": -663.01736, "symbols": ["C", "C", "C", "C", "C", "C", "C", "N", "N", "N", "O", "O", "O", "H", "H", "H", "H", "H", "H", "H", "H", "H", "H", "H"], "coordinates": [[-0.269, -1.203, -0.485], [-3.024, -0.317, 0.263], [-0.215, 0.275, -0.322], [0.725, -1.873, -1.446], [0.841, 1.644, 1.508], [2.367, 0.373, -0.184], [1.013, 1.117, 0.066], [-1.228, -1.842, -0.069], [-2.158, -1.242, 0.780], [-1.253, 0.977, -0.472], [-4.074, -0.084, 0.783], [-2.559, 0.285, -0.843], [-1.405, 2.172, -0.413], [0.121, -2.295, -2.225], [1.058, -2.634, -0.830], [1.421, -1.061, -1.903], [0.933, 0.678, 2.125], [-0.098, 2.190, 1.703], [1.708, 2.204, 1.873], [2.131, -0.618, 0.188], [2.950, 0.793, 0.574], [2.665, 0.461, -1.213], [1.041, 1.930, -0.810], [-2.692, -1.931, 1.353]]}

6.
{"formula": "C7H11N3O4", "method": "ωB97M-V/def2-TZVPD", "orbital_gap_ev": 9.42, "homo_ev": -9.06, "e_lumo_ha": 0.013, "smiles": "CC(C)/C1=N\\OC(=O)[C@@H](O)NC(=O)N1", "energy_ha": -738.45041, "symbols": ["C", "C", "C", "C", "N", "O", "C", "O", "C", "O", "N", "C", "O", "N", "H", "H", "H", "H", "H", "H", "H", "H", "H", "H", "H"], "coordinates": [[2.354, 1.118, 1.443], [1.519, 0.901, 0.092], [2.340, 0.139, -0.944], [0.314, 0.105, 0.519], [-0.773, 0.486, 1.017], [-1.533, 1.610, 0.723], [-2.681, 1.200, 0.071], [-3.708, 1.779, 0.125], [-2.432, -0.138, -0.775], [-1.421, 0.269, -1.623], [-2.094, -1.336, -0.072], [-0.913, -2.009, 0.169], [-1.002, -3.194, 0.390], [0.302, -1.296, 0.422], [1.787, 1.301, 2.300], [2.916, 1.973, 1.183], [3.092, 0.214, 1.659], [1.060, 1.816, -0.271], [3.233, 0.686, -1.388], [1.625, -0.147, -1.863], [2.498, -0.841, -0.453], [-3.473, -0.305, -1.286], [-1.199, -0.478, -2.315], [-2.815, -1.969, 0.074], [1.005, -1.884, 0.802]]}

7.
{"formula": "C7H11N4", "method": "ωB97M-V/def2-TZVPD", "orbital_gap_ev": 8.68, "homo_ev": -11.82, "total_charge": 1, "e_lumo_ha": -0.115, "smiles": "N/C=N/[N@H+]1[C@@H]2C=CC=C(N)[C@@H]21", "energy_ha": -491.98743, "symbols": ["N", "C", "N", "N", "C", "C", "C", "C", "C", "N", "C", "H", "H", "H", "H", "H", "H", "H", "H", "H", "H", "H"], "coordinates": [[4.123, -0.458, 0.270], [2.819, -0.248, 0.534], [1.888, 0.020, -0.308], [0.565, 0.211, -0.015], [-0.284, 0.901, -0.949], [-1.331, 1.739, -0.429], [-2.268, 1.299, 0.427], [-2.390, -0.030, 0.832], [-1.676, -0.944, 0.133], [-2.380, -2.114, 0.015], [-0.518, -0.619, -0.662], [4.418, -1.216, 0.891], [4.398, -0.509, -0.728], [2.622, -0.295, 1.555], [0.418, 0.372, 0.925], [0.366, 1.070, -1.740], [-1.608, 2.529, -1.130], [-3.010, 1.984, 0.888], [-3.316, -0.453, 1.301], [-1.942, -3.046, 0.068], [-3.300, -2.095, 0.321], [-0.224, -1.312, -1.523]]}

8.
{"formula": "C7H11N6", "method": "ωB97M-V/def2-TZVPD", "orbital_gap_ev": 7.82, "homo_ev": -11.95, "total_charge": 1, "e_lumo_ha": -0.152, "smiles": "CC1=N/[N+](=c2\\nccc[nH]2)N(C)N1", "energy_ha": -601.52153, "symbols": ["C", "C", "N", "N", "C", "N", "C", "C", "C", "N", "N", "C", "N", "H", "H", "H", "H", "H", "H", "H", "H", "H", "H", "H"], "coordinates": [[-3.170, 1.885, 0.104], [-1.949, 0.995, 0.137], [-0.811, 1.437, -0.224], [0.108, 0.400, 0.023], [1.411, 0.487, 0.102], [2.018, 1.638, -0.150], [3.304, 1.573, -0.289], [4.116, 0.407, 0.033], [3.481, -0.759, 0.297], [2.069, -0.694, 0.220], [-0.555, -0.812, 0.409], [-0.676, -1.757, -0.703], [-1.865, -0.309, 0.668], [-2.822, 2.904, -0.207], [-3.841, 1.929, 1.050], [-3.819, 1.482, -0.821], [3.854, 2.562, -0.417], [5.173, 0.549, 0.192], [3.842, -1.658, 0.787], [1.513, -1.427, 0.645], [-0.686, -1.256, -1.656], [0.112, -2.386, -0.702], [-1.565, -2.329, -0.583], [-2.534, -0.867, 1.061]]}

9.
{"formula": "C7H11NO", "method": "ωB97M-V/def2-TZVPD", "orbital_gap_ev": 9.34, "homo_ev": -8.76, "e_lumo_ha": 0.021, "smiles": "N[C@]12C[C@@H]3C[C@H]1[C@@]2(O)C3", "energy_ha": -403.11531, "symbols": ["N", "C", "C", "C", "C", "C", "C", "O", "C", "H", "H", "H", "H", "H", "H", "H", "H", "H", "H", "H"], "coordinates": [[-2.227, -1.214, -0.114], [-0.934, -0.507, 0.034], [0.395, -0.932, -0.943], [1.502, -0.165, -0.305], [1.280, -0.623, 1.031], [-0.113, -0.039, 1.317], [-0.552, 0.931, 0.191], [-1.213, 2.132, 0.293], [0.816, 1.263, -0.554], [-2.922, -0.885, -0.898], [-2.957, -1.151, 0.685], [0.448, -2.153, -1.028], [0.260, -0.582, -1.943], [2.492, -0.347, -0.774], [1.880, -0.022, 1.684], [1.522, -1.486, 1.480], [-0.371, -0.075, 2.460], [-1.477, 1.949, -0.818], [0.835, 1.720, -1.576], [1.335, 2.188, -0.222]]}

10.
{"formula": "C7H11NO", "method": "ωB97M-V/def2-TZVPD", "orbital_gap_ev": [7.04, 7.04], "homo_ev": [-7.80, -7.80], "e_lumo_ha": [-0.028, -0.028], "energy_ha": -403.14866, "symbols": ["C", "C", "C", "C", "C", "C", "C", "N", "O", "H", "H", "H", "H", "H", "H", "H", "H", "H", "H", "H"], "coordinates": [[0.950, 0.280, -1.370], [1.944, 0.328, 1.073], [-0.869, -1.885, 0.190], [0.132, 1.301, -0.638], [0.841, 0.051, 0.101], [-1.593, 0.436, -0.584], [-0.489, -0.437, 0.481], [-2.533, 1.188, -0.156], [0.173, 2.472, -0.303], [-2.195, 1.810, 0.585], [0.475, -0.369, -2.102], [1.887, 0.708, -1.711], [-1.811, -0.201, -1.446], [-0.752, -0.143, 1.499], [1.535, 0.683, 2.023], [2.544, -0.562, 1.279], [2.608, 1.108, 0.691], [-1.930, -2.069, 0.364], [-0.630, -2.175, -0.834], [-0.286, -2.524, 0.859]]}